18
Properties=species:S:1:pos:R:3:forces:R:3 method="wB97M-V/def2-TZVPD" de_lowest_kj_mol=216.5 smiles="[H]/N=C(/C)C(=O)/C=C(/C)O" homo_energy_ev=-9.03 multiplicity=1 homo_lumo_gap_ev=9.05
C 0.315 -2.414 -0.423 0.486 -0.311 0.194
C -1.410 1.606 -0.871 -0.747 -0.188 -0.329
C 1.018 1.245 0.054 -0.422 1.189 1.895
C 0.543 -1.102 0.270 1.572 -1.246 0.057
C -0.524 1.542 0.331 0.884 1.357 1.119
C 1.316 -0.128 -0.281 -1.145 -0.022 0.158
O 0.199 -1.065 1.596 -0.512 0.189 -0.820
N -0.921 1.931 1.495 0.629 -0.820 -1.416
O 1.816 2.153 0.207 -0.424 -0.414 -0.609
H -0.102 -1.943 1.891 -0.151 0.504 -0.343
H -0.135 1.889 2.157 -0.236 0.038 -0.200
H 2.074 -0.315 -1.031 -0.547 -0.247 -0.407
H 0.982 -3.170 0.005 -0.113 -0.111 -0.033
H 0.521 -2.347 -1.493 -0.068 0.073 0.235
H -0.713 -2.763 -0.283 0.038 0.152 0.001
H -2.432 1.921 -0.640 0.237 -0.015 0.371
H -1.045 2.321 -1.615 0.289 -0.120 0.136
H -1.503 0.638 -1.370 0.233 -0.010 -0.010